{
  "formula": "C46H86BF4N10O6",
  "method": "ωB97M-V/def2-TZVPD",
  "symbols": ["C", "C", "C", "C", "C", "C", "N", "O", "C", "C", "C", "H", "H", "H", "H", "H", "H", "H", "H", "H", "H", "H", "H", "H", "H", "H", "H", "H", "H", "C", "C", "C", "C", "C", "C", "N", "O", "C", "C", "C", "H", "H", "H", "H", "H", "H", "H", "H", "H", "H", "H", "H", "H", "H", "H", "H", "H", "H", "C", "C", "N", "C", "C", "N", "C", "C", "H", "H", "H", "H", "H", "H", "H", "H", "H", "H", "H", "C", "C", "N", "C", "C", "N", "C", "C", "H", "H", "H", "H", "H", "H", "H", "H", "H", "H", "H", "C", "C", "N", "C", "C", "N", "C", "C", "H", "H", "H", "H", "H", "H", "H", "H", "H", "H", "H", "C", "C", "N", "C", "C", "N", "C", "C", "H", "H", "H", "H", "H", "H", "H", "H", "H", "H", "H", "C", "C", "O", "O", "H", "H", "H", "C", "C", "O", "O", "H", "H", "H", "B", "F", "F", "F", "F"],
  "xyz": [[-6.4537, 5.4634, -5.7969], [-6.7345, 6.4076, -4.5704], [-5.6163, 6.1094, -3.4314], [-5.6171, 7.0834, -2.2691], [-5.6117, 8.5353, -2.6139], [-6.5891, 8.9520, -3.7470], [-6.6560, 7.9367, -4.8040], [-7.2469, 8.2954, -6.0763], [-5.9201, 10.2102, -4.3646], [-8.0069, 9.2670, -3.2143], [-8.1444, 6.0158, -4.1506], [-7.2117, 5.6256, -6.5632], [-6.4168, 4.3821, -5.6644], [-5.5419, 5.8244, -6.2726], [-4.6325, 6.1336, -3.9001], [-5.5973, 5.0931, -3.0378], [-4.8304, 6.8874, -1.5406], [-6.5405, 6.8051, -1.7613], [-4.6365, 9.0157, -2.6930], [-6.0272, 9.0122, -1.7262], [-6.5122, 10.6999, -5.1378], [-4.9044, 9.9879, -4.6917], [-5.7824, 10.9758, -3.6011], [-8.0114, 10.1879, -2.6312], [-8.4218, 8.5326, -2.5239], [-8.7585, 9.4307, -3.9865], [-8.8971, 6.4573, -4.8038], [-8.3632, 6.4088, -3.1578], [-8.3518, 4.9470, -4.2036], [-2.8317, -3.6596, 4.6138], [-1.7511, -3.6789, 5.7229], [-2.0176, -4.6730, 6.8853], [-2.1225, -6.1374, 6.4809], [-0.8374, -6.5966, 5.8203], [-0.2307, -5.6574, 4.7053], [-0.3554, -4.2124, 5.2156], [0.8115, -3.4588, 5.5666], [-1.0947, -5.9600, 3.5012], [1.2701, -5.9797, 4.4174], [-1.6432, -2.2634, 6.1812], [-2.5066, -3.4603, 3.5926], [-3.6526, -2.9705, 4.8118], [-3.2665, -4.6590, 4.5988], [-2.9837, -4.4062, 7.3137], [-1.2474, -4.6185, 7.6547], [-3.0252, -6.4399, 5.9502], [-2.1187, -6.6777, 7.4275], [-0.8635, -7.6305, 5.4761], [-0.0416, -6.6669, 6.5618], [-0.7313, -6.9110, 3.1118], [-1.0091, -5.1915, 2.7329], [-2.1463, -6.1063, 3.7476], [1.9287, -5.8694, 5.2789], [1.7672, -5.3190, 3.7071], [1.4422, -6.9923, 4.0526], [-2.4982, -1.9014, 6.7523], [-1.4715, -1.5307, 5.3928], [-0.8769, -2.1706, 6.9508], [4.1843, 2.3868, 6.2766], [5.3041, 2.5374, 7.3491], [6.3455, 1.6123, 7.1601], [7.5742, 1.7901, 6.4605], [8.1523, 0.5202, 6.3243], [7.4297, -0.3925, 7.0669], [6.3009, 0.2773, 7.5432], [7.6804, -1.8299, 7.1828], [3.7009, 1.4103, 6.2497], [4.3802, 2.6398, 5.2346], [3.3921, 3.0725, 6.5772], [4.8511, 2.3407, 8.3208], [5.7236, 3.5432, 7.3704], [7.8736, 2.7702, 6.1196], [9.0554, 0.1619, 5.8526], [5.4651, -0.2343, 7.9972], [8.4331, -2.0506, 7.9397], [7.9996, -2.2064, 6.2110], [6.7303, -2.2985, 7.4397], [8.7845, 5.6738, -0.2190], [7.5109, 4.9776, -0.8014], [6.3708, 5.8373, -0.5756], [6.2209, 6.9074, 0.2683], [4.9383, 7.4009, 0.0913], [4.2651, 6.6282, -0.8437], [5.1273, 5.6283, -1.2085], [2.9085, 6.8894, -1.2935], [8.8395, 5.8787, 0.8501], [8.8925, 6.6629, -0.6640], [9.7027, 5.1826, -0.5410], [7.4036, 3.9816, -0.3718], [7.5809, 4.7927, -1.8734], [7.0593, 7.3137, 0.8145], [4.5156, 8.2740, 0.5659], [4.9856, 4.8915, -1.9853], [2.5574, 5.9889, -1.7973], [2.7650, 7.7348, -1.9663], [2.1622, 7.0974, -0.5268], [-3.2701, -9.6039, -4.5164], [-2.9569, -8.3987, -3.5416], [-3.1294, -7.1720, -4.2693], [-2.4996, -6.8706, -5.4725], [-2.6126, -5.5433, -5.7404], [-3.3504, -4.9651, -4.7077], [-3.7052, -5.9822, -3.8398], [-3.6487, -3.6110, -4.6021], [-4.2715, -9.5115, -4.9368], [-3.2692, -10.5005, -3.8965], [-2.5632, -9.7315, -5.3363], [-1.9276, -8.4522, -3.1870], [-3.6873, -8.3550, -2.7338], [-1.9395, -7.6430, -5.9785], [-2.3159, -4.8965, -6.5528], [-4.0615, -5.8579, -2.8279], [-4.3636, -3.4421, -3.7968], [-3.8508, -3.1557, -5.5716], [-2.7463, -3.1129, -4.2475], [3.8802, -1.6441, -4.9040], [2.8779, -2.7329, -5.2196], [3.3296, -4.0190, -4.6850], [3.2704, -4.3831, -3.3674], [3.8967, -5.6521, -3.3470], [4.1884, -6.1050, -4.6175], [3.8181, -5.0547, -5.3868], [4.7307, -7.3884, -4.9361], [4.5988, -1.6102, -5.7229], [4.4928, -1.8793, -4.0336], [3.3777, -0.6887, -4.7534], [2.6359, -2.8933, -6.2702], [1.8809, -2.4086, -4.9213], [2.8980, -3.6549, -2.6622], [4.1743, -6.3653, -2.5850], [3.7988, -5.0895, -6.4661], [4.3885, -8.1599, -4.2463], [5.8048, -7.3468, -4.7551], [4.6022, -7.6656, -5.9825], [-8.1387, 1.5480, 1.1423], [-8.8016, 0.2191, 0.8790], [-9.9060, 0.2456, 0.2822], [-8.3634, -0.8290, 1.3582], [-8.4932, 1.9463, 2.0929], [-8.2242, 2.2342, 0.2997], [-7.0699, 1.4194, 1.3133], [5.6373, -1.0952, 1.2639], [6.7849, -1.8857, 0.7883], [7.2730, -1.6401, -0.3470], [7.1593, -2.9452, 1.3815], [5.2327, -0.3982, 0.5300], [6.0019, -0.6182, 2.1736], [4.9963, -1.8837, 1.6583], [-0.7250, 0.4969, -0.0038], [-0.0911, 0.8792, -1.1866], [0.0715, 0.9476, 1.0364], [-1.9865, 1.0702, 0.0352], [-0.8616, -0.8404, 0.0322]],
  "atomic_forces_ev_per_a": [[0.351, 2.353, -1.097], [1.893, -1.895, 1.222], [0.581, 0.501, -1.128], [-0.748, -1.166, 0.171], [-1.195, 0.440, 0.646], [1.466, 1.356, -0.076], [-4.780, -0.751, -7.233], [3.733, -1.620, 7.329], [-0.415, 0.472, -0.032], [-0.735, 0.054, 0.167], [-1.086, 1.183, 0.771], [-0.211, 0.094, 0.121], [0.108, 0.321, 0.966], [0.288, -0.360, -0.021], [0.051, 0.311, -0.569], [-0.916, -0.128, -0.215], [0.117, -0.257, -0.203], [-0.183, 0.494, 0.478], [0.118, -0.460, -0.609], [-0.021, 0.336, 0.033], [0.082, -0.362, -0.181], [-0.213, -0.187, -0.375], [-0.221, -0.213, 0.357], [0.559, 0.121, -0.099], [0.319, -0.347, -0.156], [0.304, -0.168, -0.324], [0.178, 0.192, -0.238], [-0.125, -0.349, 0.128], [0.622, -0.008, 0.219], [-0.224, -1.756, -0.196], [0.463, 0.407, -0.760], [-0.880, -0.389, -0.449], [0.763, -0.229, 0.208], [1.517, 0.248, 0.653], [0.989, -0.157, 0.477], [4.961, 3.548, 2.000], [-7.217, -4.943, -2.395], [-0.296, 0.544, -0.883], [0.195, 0.472, 0.432], [1.131, 0.949, 1.502], [0.441, 0.210, 0.252], [0.360, 0.126, 0.429], [-0.314, 0.122, -0.244], [0.080, 0.405, 0.167], [0.042, 0.455, -0.055], [0.032, 0.328, -0.120], [-0.417, -0.192, 0.026], [-0.284, 0.173, -0.630], [-0.047, 0.274, 0.455], [0.051, 0.111, -0.068], [0.000, -0.133, -0.138], [0.171, 0.133, 0.003], [-0.438, -0.046, 0.421], [-0.595, 0.218, -0.331], [-0.580, -0.063, 0.031], [-0.586, -0.558, -0.428], [0.152, -0.269, -0.126], [0.477, 0.105, -0.263], [-0.527, 0.573, 0.395], [-2.035, 0.779, -0.584], [3.702, -4.483, -0.097], [-1.049, -2.100, 0.219], [-0.277, 1.184, 1.082], [-2.673, 2.754, 0.142], [1.912, 0.747, -1.692], [-0.265, -0.123, -0.135], [0.346, -0.211, 0.311], [0.739, 0.059, 0.178], [-0.069, 0.075, 0.043], [0.073, 0.135, 0.031], [-0.062, -0.064, -0.067], [-0.010, -0.246, -0.092], [0.021, 0.454, -0.064], [0.092, 0.252, 0.172], [-0.084, 0.177, -0.046], [0.000, 0.040, 0.078], [0.197, -0.085, 0.044], [0.015, 0.376, -1.173], [1.975, 0.019, 0.700], [-4.462, -0.390, -1.047], [-0.969, 0.400, -0.817], [1.049, -0.190, 0.195], [2.286, -0.520, 1.009], [1.504, 1.834, 0.921], [-1.311, -0.671, -0.771], [-0.389, -0.681, 0.079], [-0.197, 0.137, -0.234], [-0.233, -0.411, 0.214], [-0.422, 0.174, 0.370], [0.269, 0.355, -0.002], [-0.318, -0.095, 0.107], [-0.174, -0.185, -0.168], [-0.216, 0.009, 0.195], [0.017, 0.103, -0.086], [0.911, -0.031, -0.204], [0.666, -0.309, 0.697], [-0.131, 0.444, 1.273], [-0.756, -1.567, -1.145], [-0.421, 4.573, -1.152], [0.396, -0.382, 0.354], [-0.803, 0.293, 0.801], [-0.153, -5.376, 0.475], [2.276, -0.360, -1.162], [0.464, 2.513, 0.940], [0.026, 0.146, 0.048], [0.118, -0.101, -0.196], [0.119, 0.140, 0.233], [-0.158, 0.023, 0.226], [0.287, -0.323, 0.139], [-0.214, 0.198, -0.162], [0.157, -0.424, -0.075], [-0.463, 0.152, -0.236], [-0.399, 0.114, -0.570], [-0.646, -0.198, 0.213], [0.135, 0.187, 0.045], [0.605, -0.048, -0.561], [-0.640, 0.286, -0.653], [-0.561, -1.665, -0.225], [2.014, -2.086, -0.417], [-0.789, 0.230, 1.287], [-2.112, 4.172, 0.653], [0.074, -0.386, -1.491], [1.508, -0.797, -0.158], [-0.005, 0.451, -0.028], [-0.333, 0.027, 0.250], [0.220, -0.060, -0.129], [0.845, 0.064, -0.322], [-0.009, -0.706, 1.132], [0.227, -0.468, 0.401], [-0.348, 0.562, 0.562], [0.265, 0.150, 0.044], [-0.520, 0.193, -0.241], [0.123, 0.067, -0.151], [-0.354, 0.128, 0.196], [1.162, -0.050, 0.096], [-1.249, 0.651, 0.148], [-0.057, 0.135, -0.506], [0.957, -0.839, 0.327], [-0.428, 0.230, -0.261], [-0.459, 0.115, 0.211], [0.187, -0.255, -0.071], [-0.062, -0.099, 1.533], [2.160, -3.007, -2.723], [-0.321, 1.341, -0.118], [-0.849, 1.044, 1.300], [-0.086, -0.236, 0.241], [-0.213, 0.632, 0.079], [-0.808, 0.395, -0.279], [0.026, 1.544, -0.289], [0.490, 0.208, -1.187], [0.437, 0.277, 1.068], [-0.772, 0.569, 0.169], [-0.061, -2.717, 0.134]],
  "mulliken_charge": [-1.707, 1.262, -1.164, -0.763, -1.024, 1.487, 0.578, -0.314, -1.797, -1.663, -1.587, 0.427, 0.398, 0.424, 0.425, 0.462, 0.419, 0.343, 0.487, 0.358, 0.415, 0.455, 0.452, 0.450, 0.361, 0.405, 0.393, 0.282, 0.438, -1.504, 1.475, -1.061, -0.548, -1.114, 1.412, 0.555, -0.337, -1.610, -1.692, -1.899, 0.341, 0.400, 0.345, 0.338, 0.391, 0.340, 0.368, 0.395, 0.450, 0.421, 0.397, 0.352, 0.394, 0.444, 0.391, 0.455, 0.462, 0.433, -1.049, -0.520, 0.196, -0.324, -0.425, 0.162, -0.137, -0.792, 0.328, 0.332, 0.373, 0.316, 0.331, 0.413, 0.473, 0.342, 0.306, 0.393, 0.282, -1.402, -0.152, 0.185, -0.117, -0.640, 0.141, -0.224, -0.820, 0.359, 0.438, 0.356, 0.321, 0.329, 0.436, 0.422, 0.355, 0.321, 0.340, 0.352, -1.170, -0.308, 0.215, -0.339, -0.510, 0.140, -0.142, -0.791, 0.354, 0.379, 0.368, 0.280, 0.335, 0.376, 0.466, 0.341, 0.310, 0.295, 0.401, -1.009, -0.589, 0.134, -0.436, -0.470, 0.160, -0.095, -0.745, 0.311, 0.374, 0.337, 0.395, 0.321, 0.563, 0.421, 0.350, 0.298, 0.374, 0.305, -0.704, 0.642, -0.589, -0.612, 0.207, 0.218, 0.261, -0.589, 0.566, -0.722, -0.741, 0.225, 0.122, 0.225, 0.618, -0.433, -0.416, -0.383, -0.389],
  "homo_ha": -0.3480,
  "spin_multiplicity": 1,
  "charge": 3
}